Below is an isolated ion of composition C6H13N4S and charge +1 in a non-equilibrium geometry, with properties calculated with ωB97M-V/def2-TZVPD.

The total charge is +1. Its HOMO-LUMO gap (spin up / spin down) is 8.5 / 8.5 eV. The highest occupied orbital energy (spin up / spin down) is -0.4549 / -0.4549 hartree. The value obtained for the LUMO energy (spin up / spin down) is -0.1435 / -0.1435 hartree.

```
24
Properties=species:S:1:pos:R:3:lowdin_charge:R:1
C 0.30552 3.84726 -1.15981 -0.3850
S -1.19727 2.92435 -1.48899 0.9557
C -0.87805 1.22441 -0.99754 -0.6407
N 0.23929 0.79248 -0.51305 0.1008
C 0.11476 -0.62234 -0.04752 -0.4413
C 0.51552 -1.60010 -1.11784 0.0017
N 1.11233 -0.64472 1.18672 0.2245
C -1.23499 -1.08343 0.61167 -0.2278
N -1.29480 -0.58015 1.96633 0.0632
C -2.40409 -0.41720 -0.31210 0.0068
N -2.17064 0.64769 -0.98198 0.0343
H 0.41186 4.14772 -0.08990 0.0612
H 0.31963 4.53660 -1.94452 0.0060
H 1.14987 3.11421 -1.33427 0.0514
H 1.67262 -1.58997 -1.22481 0.1337
H 0.32294 -1.03220 -2.07427 0.1211
H 0.08733 -2.52761 -0.95680 0.0576
H 0.32933 -0.52694 1.96747 0.1366
H 1.72663 -1.45542 1.31552 0.1722
H 1.59874 0.16068 1.11005 0.0867
H -1.22123 -2.18553 0.57377 0.1502
H -1.98898 -0.79371 2.58862 0.0841
H -1.27228 0.44741 1.88618 0.1319
H -3.43836 -0.66830 -0.28492 0.1147
```


Below is one molecule with the formula C4H4BrN in a non-equilibrium geometry, with properties calculated with ωB97M-V/def2-TZVPD.

The total charge is 0. Its HOMO-LUMO gap is 10.7 eV. The highest occupied orbital energy is -0.3665 hartree. The value obtained for the LUMO energy is 0.0256 hartree.

```
10
Properties=species:S:1:pos:R:3:lowdin_charge:R:1
C -0.31967 -1.18867 -0.92066 -0.0342
C 0.40314 -0.59011 -0.00962 -0.7260
Br 2.20952 -1.19083 0.17071 0.7176
C -0.09109 0.53990 0.89089 -0.1952
C -0.37632 1.67165 0.07959 -0.2389
N -0.50150 2.60145 -0.56859 0.1678
H 0.13568 -1.97309 -1.58083 0.0870
H -1.25527 -0.92830 -1.10449 0.0265
H 0.65204 0.85401 1.59236 0.1090
H -0.85652 0.20399 1.45064 0.0865
```


Below is C50H62N3O2P2RbSe2Si2 as an isolated structure in a non-equilibrium geometry, with properties calculated with ωB97M-V/def2-TZVPD.

The total charge is -2. Its HOMO-LUMO gap is 5.0 eV. The highest occupied orbital energy is -0.0543 hartree. The value obtained for the LUMO energy is 0.1289 hartree.

```
124
Properties=species:S:1:pos:R:3:lowdin_charge:R:1
Rb 0.58606 -0.90384 -0.82307 0.8916
C -5.14068 1.67848 -1.85888 -0.1809
Si -3.32366 2.22695 -2.08724 0.3197
C -3.37048 4.12472 -1.83222 -0.1729
C -3.02742 2.01473 -3.95256 -0.2113
N -2.18479 1.33671 -1.19728 -0.2567
P -1.92112 1.50384 0.37956 0.5748
C -1.06635 0.17618 0.97084 -0.5603
P 0.00113 0.13152 2.27965 0.5900
N 1.16754 -0.95056 1.99409 -0.3350
Si 2.15881 -1.74244 3.12190 0.3300
C 1.30111 -3.12515 4.10802 -0.1612
C 3.10478 -0.65030 4.37886 -0.1697
C 3.52955 -2.65332 2.17095 -0.1892
C -0.84321 -0.46162 3.81967 -0.2605
C -0.42797 -0.25059 5.13311 -0.1261
C -1.08766 -0.86216 6.19171 -0.1100
C -2.15921 -1.71016 5.95390 -0.1199
C -2.57547 -1.93904 4.64803 -0.0902
C -1.92283 -1.31654 3.59632 -0.0840
C 0.84138 1.64129 2.90756 -0.2638
C 2.02799 2.00435 2.26810 -0.0938
C 2.77487 3.08447 2.70702 -0.0892
C 2.35112 3.81911 3.80639 -0.1105
C 1.15568 3.49372 4.42522 -0.1018
C 0.39161 2.43248 3.96137 -0.1097
C -3.62166 1.63375 1.11253 -0.2568
C -4.24571 0.38445 1.21382 -0.1045
C -5.56285 0.26523 1.61816 -0.0967
C -6.29442 1.40412 1.93829 -0.1227
C -5.69401 2.64897 1.83752 -0.1160
C -4.37252 2.76524 1.41993 -0.1189
C -1.23666 3.17986 0.65044 -0.2679
C -0.29658 3.56463 -0.30889 -0.1201
C 0.33366 4.79340 -0.25045 -0.0919
C 0.02067 5.67541 0.77592 -0.1076
C -0.89476 5.29995 1.74502 -0.0998
C -1.50029 4.05135 1.70009 -0.1047
H -5.74753 1.94615 -2.72986 0.0107
H -5.59497 2.13731 -0.97711 0.0036
H -5.19724 0.59482 -1.72940 0.0229
H -3.92652 4.61749 -2.63580 0.0146
H -2.35936 4.54160 -1.81157 0.0091
H -3.85026 4.38270 -0.88437 0.0053
H -3.87486 2.41643 -4.51974 0.0125
H -2.90451 0.96237 -4.21183 0.0091
H -2.12595 2.53942 -4.27904 -0.0025
H 0.52309 -2.74617 4.77419 0.0011
H 2.01782 -3.69210 4.71124 0.0180
H 0.82784 -3.81705 3.40547 0.0134
H 2.50699 -0.42386 5.26515 0.0050
H 3.37769 0.30141 3.91485 0.0085
H 4.02541 -1.13717 4.71402 0.0134
H 3.10240 -3.29801 1.39778 0.0220
H 4.10019 -3.28574 2.86039 0.0154
H 4.22577 -1.96167 1.69307 0.0113
H 0.42988 0.37978 5.33030 0.0819
H -0.75151 -0.68858 7.20865 0.0916
H -2.66569 -2.19091 6.78358 0.0862
H -3.40836 -2.60559 4.45432 0.0944
H -2.22345 -1.47388 2.56607 0.0720
H 2.37158 1.40508 1.43373 0.0836
H 3.69529 3.34657 2.19736 0.0981
H 2.94221 4.65340 4.16742 0.0880
H 0.80502 4.08128 5.26732 0.0930
H -0.54844 2.19231 4.44349 0.1022
H -3.65336 -0.48549 0.94839 0.0910
H -6.03122 -0.71109 1.67506 0.0942
H -7.32844 1.32255 2.25426 0.0852
H -6.26519 3.54207 2.06935 0.0901
H -3.93963 3.75181 1.31080 0.0776
H -0.09427 2.86257 -1.10891 0.0590
H 1.07025 5.06277 -0.99913 0.0945
H 0.50479 6.64398 0.83206 0.0882
H -1.12204 5.97712 2.56115 0.0933
H -2.18958 3.75960 2.48304 0.0980
C -0.79159 -5.12190 1.27864 -0.1250
C 0.17646 -6.03971 0.88461 -0.1276
C 0.88930 -5.80270 -0.27786 -0.0801
C 0.63658 -4.65169 -1.03289 -0.2314
C -0.34484 -3.70380 -0.68098 -0.1157
C -1.02264 -3.98460 0.51429 -0.1218
C 1.37854 -4.44711 -2.29199 -0.2192
C 1.45026 -5.49447 -3.25098 0.0014
C 2.05976 -5.28332 -4.45054 -0.0195
C 2.62612 -4.01709 -4.72322 -0.1633
C 3.26854 -3.70191 -5.93797 -0.0530
C 3.82074 -2.46250 -6.13105 -0.1011
C 3.74943 -1.49578 -5.11145 -0.0995
C 3.12411 -1.77086 -3.92555 -0.0165
C 2.53305 -3.03690 -3.70101 -0.1955
N 1.92495 -3.26625 -2.51215 0.1725
H -1.35921 -5.30293 2.18700 0.0892
H 0.37528 -6.92665 1.47641 0.0830
H 1.67313 -6.49674 -0.57586 0.0967
H -1.78012 -3.28386 0.86056 0.0795
H 0.98543 -6.44329 -3.02029 0.1099
H 2.11696 -6.06686 -5.19883 0.1073
H 3.32056 -4.45339 -6.71874 0.1026
H 4.31653 -2.22706 -7.06507 0.0919
H 4.19627 -0.52123 -5.27458 0.0980
H 3.04063 -1.02879 -3.13931 0.0813
C 0.40783 -0.19235 -5.42771 -0.3640
Se 0.09363 0.42660 -3.60476 0.9083
C 0.76267 2.26170 -3.90279 -0.5399
C 2.24626 2.41831 -3.61400 -0.5450
Se 2.67899 1.84761 -1.78027 0.9110
C 4.54361 1.40183 -2.13846 -0.3901
H -0.18929 0.40453 -6.11670 0.0157
H 0.07874 -1.23009 -5.44862 0.0246
H 1.46223 -0.14032 -5.68785 -0.0021
H 0.17318 2.89087 -3.23280 0.0381
H 0.54010 2.55539 -4.93094 0.0633
H 2.56198 3.45721 -3.74087 0.0545
H 2.84187 1.77949 -4.27059 0.0497
H 4.59134 0.59153 -2.86448 0.0027
H 4.96517 1.06583 -1.19534 0.0144
H 5.07348 2.27906 -2.50451 0.0147
O 3.11301 -0.72419 -0.34505 -0.2748
H 2.79445 -1.49477 -0.83241 -0.0432
H 2.50029 -0.67637 0.41976 -0.0726
O -0.99732 -1.79603 -2.52399 -0.4603
H -0.73019 -2.55163 -1.79269 -0.0593
H -1.57575 -1.21522 -2.00528 -0.0473
```


Below is C4H9N2S as an isolated structure in a non-equilibrium geometry, with properties calculated with ωB97M-V/def2-TZVPD.

The total charge is +1. Its HOMO-LUMO gap is 10.8 eV. The highest occupied orbital energy is -0.5364 hartree. The value obtained for the LUMO energy is -0.1387 hartree.

```
16
Properties=species:S:1:pos:R:3:lowdin_charge:R:1
C 1.52200 -0.50821 0.08456 -0.5811
C -0.44006 0.16388 -0.27179 -0.7628
C -1.77942 -0.53731 -0.14644 -0.0793
C -0.86289 1.57205 -0.58949 -0.0559
N 0.48154 -0.05079 0.77484 0.0763
N 2.68359 -0.98250 0.52918 0.1903
S 0.75876 -0.62252 -1.47578 1.1312
H -1.58616 -1.61870 0.15116 0.1065
H -2.25360 -0.62235 -1.11241 0.0870
H -2.57243 -0.41594 0.59786 0.1039
H 0.05489 2.14920 -0.66067 0.0854
H -1.36246 2.01018 0.33940 0.1345
H -1.39928 1.46039 -1.51324 0.0925
H 0.43165 0.13805 1.80503 0.2153
H 2.80266 -1.20844 1.49341 0.1292
H 3.52123 -0.92699 -0.00561 0.1272
```